# C19H36I2LaN2O3PS2

A molecular structure, C19H36I2LaN2O3PS2 at a distorted geometry (ωB97M-V/def2-TZVPD, the Open Molecules 2025 dataset).

Last column: Löwdin charge in e.
Element x y z (Å)
La 2.0883 0.5419 -0.2398  1.292
I 5.7620 0.6033 -0.0400  0.846
C 4.4773 2.3012 -0.4836  -1.017
I 2.6625 3.6204 -1.3707  0.675
H 5.1554 2.7536 -1.2153  -0.090
H 4.5452 2.8850 0.4768  -0.063
O 4.0278 3.6277 2.9313  0.053
C 3.6470 2.5155 3.1655  -0.486
C 4.0099 1.6601 4.4434  -0.075
C 3.0200 0.4946 4.2986  -0.094
C 2.6838 0.5616 2.8022  -0.555
O 2.1971 -0.3836 2.1227  -0.204
N 2.8253 1.7836 2.2757  0.061
H 3.7209 2.2233 5.3475  0.118
H 5.0505 1.4336 4.4598  0.102
H 2.0884 0.5781 4.9326  0.138
H 3.4559 -0.4626 4.6383  0.117
C -2.7927 2.3606 -1.8315  -0.097
C -2.4878 0.8470 -2.0496  -0.566
C -3.7567 0.0757 -2.4096  -0.081
C -1.3797 0.7559 -3.1369  -0.096
P -1.6461 0.1203 -0.4357  0.853
N -0.1468 0.4681 -0.3819  -0.527
C -1.7378 -1.8388 -0.5207  -0.573
C -3.1377 -2.4650 -0.4113  -0.097
C -1.1553 -2.4208 -1.8479  -0.080
C -0.9172 -2.3791 0.6062  -0.131
C -2.5180 0.8321 1.0600  -0.565
C -2.1483 0.0442 2.3622  -0.084
C -2.0674 2.2960 1.1559  -0.111
C -4.1058 0.8892 1.0296  -0.073
H -2.9612 2.8830 -2.8012  0.086
H -1.8934 2.9562 -1.4533  0.096
H -3.7425 2.4516 -1.3051  0.058
H -4.1610 0.6563 -3.2219  0.082
H -4.5201 0.0144 -1.6124  0.080
H -3.4267 -0.8877 -2.7176  0.044
H -1.6366 1.3208 -4.0040  0.067
H -1.1238 -0.2513 -3.4514  0.060
H -0.4640 1.2298 -2.7236  0.056
H -3.8064 -2.1772 -1.2282  0.057
H -3.6429 -2.2454 0.4911  0.049
H -3.0401 -3.5600 -0.5105  0.097
H -1.7868 -2.4374 -2.7559  0.081
H -0.7923 -3.4139 -1.5581  0.079
H -0.2815 -1.7979 -2.1521  0.060
H -1.5035 -2.6263 1.5627  0.105
H -0.1146 -1.7148 0.9037  0.035
H -0.3879 -3.2421 0.2748  0.058
H -1.0806 0.2234 2.5986  0.081
H -2.3580 -1.0175 2.3585  0.044
H -2.6896 0.4186 3.2810  0.098
H -1.7764 2.5612 2.1605  0.079
H -2.9189 2.9138 0.8062  0.073
H -1.2884 2.5497 0.4299  0.036
H -4.4643 -0.1328 0.7624  0.074
H -4.5196 1.5781 0.3027  0.052
H -4.4923 1.1260 1.9639  0.051
C 4.9693 -3.7860 -2.4695  -0.058
O 3.7542 -3.1020 -2.9078  -0.262
C 3.2259 -2.0805 -2.1065  -1.325
S 2.8464 -2.2892 -0.4948  0.525
S 2.8744 -0.6589 -2.9912  0.468
H 4.9287 -3.9758 -1.4256  0.047
H 5.8395 -3.1302 -2.7043  0.104
H 5.0148 -4.6790 -3.0349  0.075

* net charge: 0
* gap between HOMO and LUMO: 4.860 eV
* DFT total energy: -2845.516327 Eh
* ΔE to the lowest compared entry with this formula, charge and spin: 241.29 kJ/mol
* max |F|: 3.57 eV Å⁻¹
* LUMO: -3.2 eV

# C19H36IN3O8

3 unconnected molecules or ions with the total composition C19H36IN3O8 at a distorted geometry (ωB97M-V/def2-TZVPD, the Open Molecules 2025 dataset).

Last column: Löwdin charge in e.
Element x y z (Å)
C -4.9835 2.9654 1.6196  -0.014
C -5.2301 4.2772 0.7044  -0.443
O -5.0874 5.4190 1.2363  0.033
N -5.6694 4.2645 -0.7100  -0.044
C -7.0305 3.5632 -0.6652  -0.045
C -4.8191 3.4677 -1.5855  -0.155
C -3.4125 3.2977 -1.6945  -0.492
I -1.9067 4.2606 -0.4830  0.903
C -3.0548 2.2691 -2.8890  -0.332
O -1.9527 2.1182 -3.4506  0.076
O -4.2773 1.5414 -3.1839  0.075
C -5.2860 2.5245 -2.8158  -0.281
O -6.3252 2.5453 -3.4959  0.116
H -4.2557 3.2530 2.4682  0.105
H -4.5451 2.1590 0.9316  0.085
H -6.0219 2.6922 2.0317  0.096
H -7.5501 3.8543 0.3269  0.116
H -6.7752 2.4397 -0.5360  0.111
H -7.6697 3.7754 -1.5813  0.109
C 3.7373 -2.6847 -1.8928  -0.109
O 2.5637 -3.0973 -2.5760  -0.189
C 1.3562 -2.8133 -1.8658  -0.196
C 0.5842 -1.6691 -2.5269  -0.202
N 1.2678 -0.3878 -2.3479  -0.050
C 0.7615 0.6876 -3.2069  -0.191
C 0.8160 0.4902 -4.7291  -0.212
O 2.1334 0.4910 -5.2734  -0.180
C 2.8316 -0.7381 -5.1457  -0.099
H 4.5939 -3.1456 -2.3885  0.090
H 3.8624 -1.6000 -1.9483  0.071
H 3.7263 -3.0050 -0.8473  0.082
H 1.5375 -2.6192 -0.8046  0.090
H 0.7436 -3.7183 -1.9323  0.123
H -0.4158 -1.6071 -2.0861  0.122
H 0.4752 -1.9199 -3.5864  0.099
H 2.2552 -0.5073 -2.5387  0.061
H 1.3563 1.5767 -2.9659  0.124
H -0.2675 0.9152 -2.9116  0.083
H 0.3139 1.3458 -5.1854  0.117
H 0.2596 -0.3935 -5.0642  0.113
H 2.1689 -1.6036 -5.2277  0.088
H 3.3809 -0.7592 -4.2024  0.067
H 3.5711 -0.7939 -5.9469  0.088
C 2.7372 -2.6576 6.2116  -0.113
O 2.8134 -1.2805 5.8764  -0.196
C 3.9264 -0.9534 5.0416  -0.206
C 3.4705 -0.6307 3.6162  -0.208
N 2.9997 -1.8279 2.9193  -0.050
C 2.2653 -1.5513 1.6816  -0.205
C 0.9940 -0.6926 1.7647  -0.211
O -0.0964 -1.3236 2.4312  -0.181
C -0.0380 -1.2739 3.8488  -0.098
H 2.0143 -2.7664 7.0224  0.090
H 2.3804 -3.2483 5.3639  0.071
H 3.7026 -3.0413 6.5523  0.087
H 4.6954 -1.7325 5.0546  0.120
H 4.3713 -0.0481 5.4673  0.120
H 4.3073 -0.1974 3.0597  0.122
H 2.6824 0.1249 3.6907  0.098
H 2.3940 -2.3559 3.5354  0.062
H 1.9800 -2.5270 1.2716  0.105
H 2.9550 -1.1015 0.9585  0.115
H 0.6493 -0.5231 0.7418  0.109
H 1.1797 0.3036 2.1839  0.112
H 0.4086 -0.3455 4.2146  0.088
H 0.5044 -2.1408 4.2308  0.067
H -1.0574 -1.3402 4.2338  0.088

* net charge: 0
* gap between HOMO and LUMO: 7.286 eV
* DFT total energy: -1809.220729 Eh
* max |F|: 5.60 eV Å⁻¹
* LUMO: -1.2 eV
* structure (SMILES): CC(=O)N(C)C1=C(I)C(=O)OC1=O.COCCNCCOC.COCCNCCOC

# C19H36N3O7S

5 unconnected molecules or ions with the total composition C19H36N3O7S at a distorted geometry (ωB97M-V/def2-TZVPD, the Open Molecules 2025 dataset).

Last column: Löwdin charge in e.
Element x y z (Å)
C 0.6503 -2.0951 -3.6731  -0.140
C -0.5138 -2.1276 -2.5288  -0.177
C 0.2565 -2.2236 -1.1047  -0.227
O 0.3823 -3.6201 -0.7867  -0.103
C 0.1178 -3.9528 0.5801  -0.366
C 1.3448 -3.7171 1.5965  -0.198
N 1.9621 -2.3623 1.5464  -0.022
N -1.2061 -3.4375 1.1022  0.000
N -1.0333 -2.5760 2.1963  -0.012
C -1.7333 -1.4821 2.0680  -0.570
S -2.2504 0.0623 1.6593  0.585
C -0.0916 -5.5843 0.5739  -0.504
O 0.2825 -6.2906 1.5851  -0.109
O -0.6442 -6.1583 -0.5784  -0.202
H 0.9089 -0.9915 -3.8958  0.058
H 1.6052 -2.6255 -3.2901  0.085
H 0.3429 -2.6081 -4.6411  0.053
H -1.2430 -1.2538 -2.6064  0.096
H -1.0285 -3.1563 -2.6640  0.120
H 1.3307 -1.8311 -1.3099  0.112
H -0.1675 -1.5459 -0.2925  0.092
H 2.1695 -4.4595 1.2622  0.135
H 1.0744 -4.0563 2.6717  0.119
H 2.8584 -2.3671 2.0561  0.061
H 1.3365 -1.6137 1.8686  0.049
H -1.8355 -4.2180 1.3413  0.135
C 1.3029 -0.5520 -8.4714  -0.028
C 1.4636 -1.4668 -7.2860  -0.487
O 0.9493 -1.2084 -6.2127  0.021
C 2.2854 -2.7142 -7.4781  -0.017
H 0.6885 0.3046 -8.1863  0.075
H 2.2805 -0.1885 -8.7958  0.086
H 0.8063 -1.0837 -9.2864  0.082
H 3.3067 -2.4471 -7.7583  0.084
H 1.8332 -3.3421 -8.2490  0.085
H 2.3148 -3.2763 -6.5417  0.085
C 2.1813 4.2297 -5.4850  -0.030
C 2.1209 2.8543 -6.0955  -0.494
O 1.7428 2.6874 -7.2419  0.053
C 2.5453 1.6949 -5.2344  -0.012
H 1.8470 4.9666 -6.2190  0.080
H 1.5236 4.2792 -4.6146  0.086
H 3.2086 4.4636 -5.1970  0.083
H 1.9034 1.6318 -4.3532  0.093
H 3.5890 1.8168 -4.9353  0.089
H 2.4500 0.7680 -5.8031  0.062
C -0.3031 1.1625 7.2965  -0.028
C -0.3208 1.0460 5.7950  -0.496
O 0.6201 0.5701 5.1870  0.060
C -1.5471 1.5418 5.0772  -0.033
H 0.6407 0.7670 7.6791  0.080
H -0.3878 2.2116 7.5886  0.072
H -1.1245 0.5830 7.7238  0.083
H -1.6853 2.6077 5.2721  0.061
H -2.4235 0.9789 5.4065  0.090
H -1.4212 1.3956 4.0015  0.023
C -3.2328 4.8760 8.9616  -0.024
C -3.2527 4.7610 7.4604  -0.493
O -2.3131 4.2853 6.8504  0.055
C -4.4798 5.2574 6.7431  -0.023
H -2.2887 4.4800 9.3424  0.082
H -3.3165 5.9246 9.2552  0.085
H -4.0536 4.2964 9.3896  0.086
H -4.6189 6.3230 6.9381  0.085
H -5.3560 4.6947 7.0725  0.086
H -4.3543 5.1117 5.6678  0.086

* net charge: -1
* gap between HOMO and LUMO: 5.771 eV
* DFT total energy: -1834.563145 Eh
* max |F|: 7.05 eV Å⁻¹
* LUMO: 1.8 eV